(1)
Formula: C4H5FOS
Source: the OMol25 dataset
Level of theory: ωB97M-V with the def2-TZVPD basis set

```
12
C4H5FOS, DFT ωB97M-V with the def2-TZVPD basis set
O -0.3399 2.4588 0.0489
C -0.6640 1.3355 0.0625
S -2.2438 0.5663 -0.2449
C -1.1753 -0.8377 0.2111
C 0.0662 0.0077 0.3627
C 1.3216 -0.1935 -0.4746
F 2.2913 0.7572 0.0219
H -1.4542 -1.3856 1.1231
H -1.1271 -1.5319 -0.6267
H 0.3239 -0.0116 1.4497
H 1.1852 0.0078 -1.5383
H 1.8162 -1.1731 -0.3954
```

relative energy (zero: lowest compared OMol25 entry of this formula, charge and spin) = 0.0 kcal/mol
SMILES = O=C1SC[C@H]1CF
total energy = -728.68710 hartree
E_HOMO = -9.8 eV
2S+1 = 1
E_LUMO = 0.019 Ha

---

(2)
Formula: C4H5NO2
Source: the OMol25 dataset
Level of theory: ωB97M-V with the def2-TZVPD basis set

```
12
C4H5NO2, DFT ωB97M-V with the def2-TZVPD basis set
C 0.6380 1.2944 0.5056
C -0.9502 0.4349 3.2315
C 0.4965 -0.7892 -2.2371
C -0.2921 -0.4648 -0.9749
N 0.1863 0.3564 -0.0358
O 0.1266 0.1659 3.4917
O -1.9862 0.7433 2.9148
H 1.2597 1.2975 1.5096
H 0.1943 -1.8236 -2.6897
H 1.5482 -0.5540 -1.9230
H 0.1211 -0.0953 -2.9355
H -1.3421 -0.5656 -0.8571
```

relative energy (zero: lowest compared OMol25 entry of this formula, charge and spin) = 69.0 kcal/mol
total energy = -360.55943 hartree
E_HOMO = -7.5 eV
2S+1 = 1
E_LUMO = 0.023 Ha

---

(3)
Formula: C46H54BiCl2FN5O7Si2
Source: the OMol25 dataset
Level of theory: ωB97M-V with the def2-TZVPD basis set

```
118
C46H54BiCl2FN5O7Si2, DFT ωB97M-V with the def2-TZVPD basis set
Bi -0.6200 0.3827 -0.5603
O -4.8350 4.5257 3.8734
C -3.8249 4.9783 3.3058
O -3.4079 6.1429 3.1705
C -2.8965 3.8950 2.6965
C -3.1918 2.5471 2.8248
C -2.3494 1.6074 2.2494
N -1.2601 1.9584 1.5553
C -0.9554 3.2557 1.4462
C -1.7510 4.2477 2.0027
C 0.2999 3.5808 0.7045
C 0.9195 4.8195 0.8407
C 2.1020 5.0574 0.1623
C 2.6429 4.0561 -0.6266
C 1.9636 2.8531 -0.7120
N 0.8213 2.6227 -0.0685
C -2.6235 0.1434 2.3584
C -3.4744 -0.3651 3.3336
C -3.7237 -1.7267 3.3595
C -3.1146 -2.5479 2.4255
C -2.2618 -1.9679 1.5014
N -2.0269 -0.6596 1.4710
H -4.0991 2.2871 3.3524
H -1.5379 5.3039 1.9107
H 0.4929 5.5765 1.4819
H 2.5991 6.0143 0.2587
H 3.5680 4.1950 -1.1689
H 2.3362 2.0348 -1.3175
H -3.9284 0.2938 4.0592
H -4.3874 -2.1416 4.1074
H -3.2854 -3.6155 2.4132
H -1.7479 -2.5582 0.7509
Cl 2.7335 0.8682 -4.4339
C 1.4311 2.0008 -4.2417
C 1.3766 3.1114 -5.0938
C 0.3972 4.0476 -4.9490
Cl 0.3649 5.4264 -6.0183
C -0.5759 3.9175 -3.9306
C -1.5896 4.8692 -3.6756
C -2.4595 4.6761 -2.6435
C -2.3320 3.5135 -1.8611
N -1.4144 2.6053 -2.0784
C -0.5241 2.7803 -3.0906
C 0.5020 1.7690 -3.2331
O 0.5826 0.7398 -2.4539
H 2.1268 3.2213 -5.8648
H -1.6520 5.7512 -4.2982
H -3.2328 5.3956 -2.4123
H -3.0107 3.3404 -1.0317
C -4.6675 -2.2729 -1.9186
Si -3.5290 -0.7824 -2.0760
C -4.0735 0.3884 -0.6968
C -3.9257 0.1560 -3.6620
N -1.8633 -1.2093 -1.9105
C -1.2693 -2.0589 -2.8246
C -1.8932 -2.6307 -3.9519
C -1.2304 -3.4834 -4.8254
C 0.0969 -3.8221 -4.6246
C 0.7500 -3.2947 -3.5154
C 0.0674 -2.4586 -2.6680
F 0.7217 -1.9830 -1.5796
H -5.7036 -2.0001 -2.1412
H -4.6348 -2.6456 -0.8904
H -4.3836 -3.0960 -2.5770
H -4.9157 0.9749 -1.0769
H -3.3336 1.1129 -0.3496
H -4.4237 -0.1608 0.1797
H -4.9907 0.4075 -3.6853
H -3.6850 -0.3805 -4.5791
H -3.3617 1.0943 -3.6753
H -2.9301 -2.4027 -4.1524
H -1.7702 -3.8844 -5.6752
H 0.6175 -4.4806 -5.3071
H 1.7846 -3.5251 -3.2952
C 3.9776 0.0672 -0.4795
C 4.3292 -1.3776 -0.1406
C 4.7821 -2.1117 -1.3955
C 5.4055 -1.4338 0.9382
O 3.1813 -2.0870 0.3309
Si 1.9068 -1.5374 1.2056
O 1.0389 -0.4178 0.4781
O 2.5728 -0.9592 2.5979
C 1.9508 -0.1912 3.6325
C 2.0002 1.2778 3.2272
C 0.5055 -0.6299 3.8471
C 2.7725 -0.4344 4.8898
O 0.9654 -2.8537 1.4961
C 1.3622 -4.1863 1.8357
C 0.1508 -4.8280 2.4984
C 1.7198 -4.9285 0.5516
C 2.5394 -4.1831 2.8075
H 4.8490 0.5726 -0.9030
H 3.6665 0.6085 0.4182
H 3.1621 0.1022 -1.2052
H 5.6784 -1.6489 -1.8144
H 3.9884 -2.0818 -2.1433
H 5.0016 -3.1552 -1.1605
H 6.3056 -0.9075 0.6111
H 5.6684 -2.4724 1.1513
H 5.0369 -0.9745 1.8562
H 1.4666 1.4081 2.2864
H 3.0373 1.5930 3.0888
H 1.5372 1.9131 3.9870
H -0.0779 -0.4564 2.9411
H 0.0535 -0.0584 4.6613
H 0.4583 -1.6931 4.0939
H 3.8177 -0.1788 4.7068
H 2.7206 -1.4860 5.1791
H 2.4007 0.1746 5.7166
H -0.6882 -4.8521 1.8022
H -0.1474 -4.2519 3.3768
H 0.3764 -5.8511 2.8072
H 0.8653 -4.9292 -0.1286
H 1.9964 -5.9639 0.7671
H 2.5533 -4.4325 0.0550
H 2.2818 -3.6374 3.7177
H 3.4133 -3.7091 2.3597
H 2.7983 -5.2096 3.0769
```

relative energy (zero: lowest compared OMol25 entry of this formula, charge and spin) = 0.7 kcal/mol
total charge = -1
total energy = -4400.08252 hartree
E_HOMO = -5.2 eV
2S+1 = 1
E_LUMO = 0.063 Ha

---

Question: Among the records above, which one has the highest total energy?
Answer: C4H5NO2

---

Question: Look up the 2S+1 of the third one.
Answer: 1

---

Copy entry 1 word for word.
Formula: C4H5FOS
Source: the OMol25 dataset
Level of theory: ωB97M-V with the def2-TZVPD basis set

```
12
C4H5FOS, DFT ωB97M-V with the def2-TZVPD basis set
O -0.3399 2.4588 0.0489
C -0.6640 1.3355 0.0625
S -2.2438 0.5663 -0.2449
C -1.1753 -0.8377 0.2111
C 0.0662 0.0077 0.3627
C 1.3216 -0.1935 -0.4746
F 2.2913 0.7572 0.0219
H -1.4542 -1.3856 1.1231
H -1.1271 -1.5319 -0.6267
H 0.3239 -0.0116 1.4497
H 1.1852 0.0078 -1.5383
H 1.8162 -1.1731 -0.3954
```

relative energy (zero: lowest compared OMol25 entry of this formula, charge and spin) = 0.0 kcal/mol
SMILES = O=C1SC[C@H]1CF
total energy = -728.68710 hartree
E_HOMO = -9.8 eV
2S+1 = 1
E_LUMO = 0.019 Ha